The following is a DFT calculation (wB97M-V/def2-TZVPD) of a gas-phase ion, C14H29BN3O4 (charge +1) at a distorted geometry.

Results
orbital gap: 7.764 eV
LUMO: -3.39 eV
SMILES: C=CC[C@@]1(CCCCOC(C)=O)[C@@H](NCC)OC[N@H+]1B(N)O
highest occupied orbital energy: -11.150 eV
net charge: +1

Last columns: bonded neighbours and bond lengths (Å).
Element x y z (Å)
1 O 1.02 2.11 -3.74  C12 1.421, C17 1.458
2 O 0.47 0.92 -5.68  C12 1.260
3 O 3.06 1.86 0.95  B22 1.438, H50 0.991
4 O 0.33 -0.85 3.26  C15 1.463, C16 1.476
5 N 1.25 3.56 1.54  B22 1.515, H28 1.036, H51 1.038
6 N -1.63 -1.71 2.02  C16 1.472, C21 1.495, H26 1.025
7 N 0.91 0.99 2.04  C13 1.523, C15 1.513, B22 1.517, H39 1.048
8 C 2.68 0.34 -4.83  C12 1.616, H23 1.152, H36 1.140, H45 1.143
9 C -1.37 1.26 0.72  C13 1.588, C14 1.587, H27 1.154, H40 1.157
10 C -0.90 -2.75 -0.92  C20 1.439, H24 1.153, H43 1.138
11 C -2.18 -4.17 2.20  C21 1.628, H38 1.154, H44 1.154, H49 1.146
12 C 1.29 1.15 -4.76  O1 1.421, O2 1.260, C8 1.616
13 C -0.14 0.35 1.14  N7 1.523, C9 1.588, C16 1.649, C18 1.597
14 C -1.46 1.79 -0.77  C9 1.587, C19 1.593, H29 1.154, H34 1.156
15 C 1.52 -0.06 2.93  O4 1.463, N7 1.513, H30 1.138, H46 1.149
16 C -0.80 -0.55 2.36  O4 1.476, N6 1.472, C13 1.649, H32 1.157
17 C -0.27 1.88 -3.11  O1 1.458, C19 1.627, H37 1.139, H42 1.155
18 C 0.46 -0.79 0.21  C13 1.597, C20 1.590, H31 1.146, H41 1.155
19 C -0.09 2.12 -1.51  C14 1.593, C17 1.627, H25 1.151, H47 1.140
20 C -0.50 -1.37 -0.92  C10 1.439, C18 1.590, H35 1.149
21 C -1.13 -2.99 2.61  N6 1.495, C11 1.628, H33 1.150, H48 1.138
22 B 1.76 2.13 1.50  O3 1.438, N5 1.515, N7 1.517
23 H 3.05 0.29 -5.92  C8 1.152
24 H -2.03 -2.94 -0.85  C10 1.153
25 H 0.21 3.23 -1.37  C19 1.151
26 H -2.63 -1.57 2.20  N6 1.025
27 H -2.34 0.68 0.94  C9 1.154
28 H 0.79 3.74 2.46  N5 1.036
29 H -2.05 1.03 -1.42  C14 1.154
30 H 2.09 0.42 3.79  C15 1.138
31 H 1.43 -0.43 -0.28  C18 1.146
32 H -1.56 0.15 2.88  C16 1.157
33 H -1.11 -2.99 3.76  C21 1.150
34 H -2.10 2.74 -0.77  C14 1.156
35 H -0.90 -0.74 -1.79  C20 1.149
36 H 2.59 -0.72 -4.42  C8 1.140
37 H -1.05 2.61 -3.51  C17 1.139
38 H -2.80 -4.46 3.13  C11 1.154
39 H 0.29 1.49 2.73  N7 1.048
40 H -1.40 2.18 1.43  C9 1.157
41 H 0.76 -1.69 0.87  C18 1.155
42 H -0.64 0.80 -3.32  C17 1.155
43 H -0.15 -3.61 -0.99  C10 1.138
44 H -2.94 -3.77 1.43  C11 1.154
45 H 3.52 0.85 -4.25  C8 1.143
46 H 2.28 -0.67 2.33  C15 1.149
47 H 0.82 1.49 -1.22  C19 1.140
48 H -0.11 -3.31 2.23  C21 1.138
49 H -1.63 -5.08 1.79  C11 1.146
50 H 2.88 1.44 0.07  O3 0.991
51 H 0.48 3.61 0.85  N5 1.038

Here are the Löwdin charges for atoms 1 to 2, given in e: -0.066 0.058